(1)
The following is a DFT calculation (the ωB97M-V functional and the def2-TZVPD basis) of one molecule with the formula C9H12N2O.

Energy above the lowest of the compared OMol25 structures with the same formula, charge and spin, kJ/mol: 369.3
Electronic energy, eV: -14551.852
Molar mass, g mol⁻¹: 164.2
E_HOMO, eV: -6.6
SMILES string: C[C@H]1C=CCc2[nH]c(=O)n(C)c21
Max |F|, eV Å⁻¹: 10.70
LUMO, eV: 0.685
Gap between HOMO and LUMO, eV: 7.3
Net charge: 0

Last column: Löwdin charge in e.
Positions of all 24 atoms, in Å:
C  2.11135  0.63436  1.32587  -0.082
C  1.21267  -0.30344  1.53411  -0.089
C  0.71285  1.68938  -0.41647  -0.102
C  -0.35000  0.34754  -0.25017  -0.064
C  -1.02312  1.74848  -1.99950  -0.445
C  2.05709  1.67375  0.15193  -0.158
C  -0.14352  -0.56311  0.84388  -0.321
C  -0.13196  -2.06146  0.26961  -0.048
C  -2.46543  -0.07414  -1.41626  0.006
N  0.12606  2.44397  -1.42349  0.145
N  -1.24219  0.69149  -1.20174  -0.073
O  -1.85921  2.19025  -2.84918  -0.029
H  3.13765  0.70453  1.91962  0.143
H  1.23979  -0.93697  2.43729  0.114
H  2.27369  2.52082  0.67727  0.072
H  2.72283  1.36995  -0.68691  0.133
H  -0.90125  -0.53441  1.55496  0.113
H  -0.06176  -2.82864  1.08949  0.082
H  0.76455  -2.26125  -0.43785  0.111
H  -1.08556  -2.07809  -0.31091  0.047
H  -2.42713  -0.40556  -2.52115  0.129
H  -2.33156  -0.93642  -0.74685  0.065
H  -3.42554  0.42545  -1.36342  0.092
H  0.64104  3.19582  -1.87997  0.156

(2)
The following is a DFT calculation (the ωB97M-V functional and the def2-TZVPD basis) of C32H32N4O7P2STl as an isolated structure.

Energy above the lowest of the compared OMol25 structures with the same formula, charge and spin, kJ/mol: 140.4
Electronic energy, eV: -88098.862
Molar mass, g mol⁻¹: 883.0
E_HOMO, eV: -9.6
Max |F|, eV Å⁻¹: 1.34
LUMO, eV: -3.475
Gap between HOMO and LUMO, eV: 6.1
Net charge: +1

Last column: Löwdin charge in e.
Positions of all 79 atoms, in Å:
Tl  -0.43918  1.65240  -2.43064  1.023
O  -2.04678  -0.85694  -2.77387  0.133
C  -1.34450  -1.68625  -2.31228  -0.412
O  -0.26115  -1.24584  -1.47220  -0.266
C  -1.27244  -3.13121  -2.47337  -0.130
C  -2.19672  -3.92390  -3.14413  0.031
C  -1.92093  -5.27073  -3.29305  -0.030
C  -0.74110  -5.81598  -2.79283  -0.032
C  0.16968  -5.03334  -2.09478  -0.030
C  -0.11088  -3.69034  -1.92589  -0.184
P  0.78544  -2.37729  -1.05887  1.007
C  0.63755  -2.71274  0.70107  -0.305
C  1.54082  -3.52572  1.38150  -0.087
C  1.35835  -3.75662  2.73525  -0.061
C  0.27364  -3.20141  3.39948  -0.043
C  -0.63365  -2.40646  2.71215  -0.037
C  -0.46065  -2.16273  1.36063  -0.070
C  2.30952  -2.08051  -1.98002  -0.307
C  2.11997  -1.54562  -3.25210  -0.063
C  3.22099  -1.21723  -4.02662  -0.043
C  4.50081  -1.45677  -3.54774  -0.052
C  4.68286  -2.02024  -2.29146  -0.057
C  3.59005  -2.32939  -1.49878  -0.088
H  -3.10281  -3.48035  -3.53460  0.137
H  -2.61868  -5.90908  -3.81675  0.121
H  -0.52869  -6.86428  -2.95208  0.119
H  1.08094  -5.47033  -1.70722  0.119
H  2.37582  -3.98485  0.86543  0.105
H  2.06686  -4.37214  3.27280  0.116
H  0.12869  -3.39937  4.45267  0.117
H  -1.47353  -1.95871  3.22559  0.119
H  -1.16366  -1.52946  0.83966  0.110
H  1.12515  -1.37174  -3.64219  0.113
H  3.07316  -0.77474  -5.00201  0.121
H  5.35892  -1.21004  -4.15779  0.117
H  5.68406  -2.21275  -1.93008  0.117
H  3.73521  -2.76000  -0.51587  0.097
N  -5.50226  1.09885  3.82472  0.103
C  -4.84567  1.62511  2.73070  -0.321
C  -4.75881  3.01010  2.54611  -0.018
C  -4.10877  3.53381  1.44639  -0.056
C  -3.51199  2.68501  0.52765  -0.293
C  -3.55131  1.31063  0.71660  -0.075
C  -4.20829  0.78265  1.81191  -0.037
S  -2.74671  3.31345  -0.94339  0.566
O  -3.31273  4.57967  -1.29425  -0.274
O  -2.87975  2.24713  -1.93853  -0.473
N  -1.13196  3.37733  -0.70723  -0.199
C  -0.62835  4.35480  0.07685  -0.503
N  -1.42972  5.06199  0.89819  0.125
C  -0.89982  6.06114  1.57851  -0.124
C  0.45028  6.37416  1.53281  -0.060
C  1.21819  5.53798  0.73629  -0.147
N  0.70865  4.54929  0.02299  0.101
H  -6.15052  1.70617  4.29589  0.094
H  -5.80142  0.14171  3.75871  0.090
H  -5.22347  3.67276  3.26588  0.114
H  -4.06727  4.59903  1.27205  0.111
H  -3.09964  0.66377  -0.02514  0.103
H  -4.25522  -0.29173  1.95097  0.104
H  -1.58962  6.62765  2.19721  0.112
H  0.87531  7.20025  2.08118  0.095
H  2.29473  5.66269  0.66196  0.106
C  3.84095  -0.48213  1.71910  -0.104
O  2.76646  0.40156  1.40344  -0.307
P  1.74486  0.12497  0.16248  0.812
O  2.06549  1.41448  -0.78146  -0.422
C  3.37035  1.89203  -1.09773  -0.087
O  0.36156  0.61063  0.78521  -0.350
C  0.28565  1.71053  1.72156  -0.059
H  4.34514  -0.06598  2.58775  0.096
H  4.55613  -0.55065  0.89609  0.079
H  3.46946  -1.47890  1.96490  0.069
H  3.24814  2.90810  -1.46534  0.095
H  3.83801  1.27437  -1.86898  0.080
H  4.00339  1.91513  -0.21023  0.086
H  0.72616  2.60412  1.28763  0.062
H  0.80351  1.44886  2.64242  0.090
H  -0.77225  1.88016  1.90909  0.091